Version a
4
Properties=species:S:1:pos:R:3:mulliken_spin:R:1 method="wB97M-V/def2-TZVPD" spin_multiplicity=2 homo_energy_ha="-0.480 / -0.480" orbital_gap_ev="9.36 / 9.42"
F 0.7695 -1.1462 0.5000 0.85
O -1.2228 -1.7092 0.5000 0.10
O -1.7116 -0.5149 0.5000 -0.01
O -3.0051 -0.3740 0.5000 0.06


Version b
4
Properties=species:S:1:pos:R:3:mulliken_spin:R:1 method="wB97M-V/def2-TZVPD" spin_multiplicity=2 homo_energy_ha="-0.475 / -0.477" orbital_gap_ev="8.98 / 9.12"
F -2.0719 -0.5492 -0.5468 0.82
O -0.2645 0.1753 -0.4888 0.11
O 0.5784 -0.0698 0.5335 -0.01
O 1.7580 0.4437 0.5021 0.08


Result of the stability comparison: version b is the least stable of them.


Version a
9
Properties=species:S:1:pos:R:3:lowdin_charge:R:1 method="wB97M-V/def2-TZVPD" homo_energy_ha=-0.379 smiles=C#[N+][O-].ClCCl orbital_gap_ev=10.89
C -1.1807 0.6097 1.5936 0.15
C 1.4290 0.4390 -0.8964 -1.09
N -1.4012 0.4465 2.7091 -0.21
O -1.5645 0.6577 3.8798 0.02
Cl 1.9437 1.9189 -0.1970 0.57
Cl 2.6677 -0.7982 -1.2452 0.50
H 0.5936 -0.1099 -0.3100 0.03
H -0.8828 0.3537 0.6279 0.03
H 1.1042 0.6280 -1.8819 -0.01


Version b
9
Properties=species:S:1:pos:R:3:lowdin_charge:R:1 method="wB97M-V/def2-TZVPD" homo_energy_ha="-0.397 / -0.300" orbital_gap_ev="9.80 / 3.93"
C 0.8228 0.5595 -0.0707 -0.17
C 0.4686 -0.5961 -0.8177 -0.74
N -0.7171 -1.0631 -0.4991 0.09
O -0.0174 1.2225 0.6732 0.05
Cl 1.3604 -1.1713 -2.2612 0.60
Cl -2.0070 1.3324 3.0868 0.04
H 1.8146 0.8453 -0.0849 0.09
H -0.8063 0.8202 0.9561 -0.02
H -0.9186 -1.9494 -0.9824 0.05


Result of the stability comparison: version a is the least stable of them.


Version a
87
Properties=species:S:1:pos:R:3:lowdin_charge:R:1 method="wB97M-V/def2-TZVPD" homo_energy_ha="0.014 / 0.014" charge=-2 orbital_gap_ev="3.27 / 3.27"
Sn 0.5297 0.2245 -0.1239 0.82
C -1.1889 1.1963 4.1700 -0.07
C -1.9717 0.6714 2.9990 -0.32
C -2.5168 1.5496 2.0682 -0.20
C -3.2114 1.0551 0.9723 -0.12
C -3.3508 -0.3108 0.7812 -0.11
C -2.8039 -1.1939 1.7014 -0.11
C -2.1136 -0.6979 2.7971 -0.08
H -0.1336 1.2918 3.8980 0.07
H -1.2664 0.5273 5.0305 0.07
H -1.5464 2.1825 4.4731 0.07
H -2.4094 2.6150 2.2158 0.04
H -3.6434 1.7449 0.2559 0.09
H -3.8888 -0.6850 -0.0812 0.10
H -2.9084 -2.2634 1.5630 0.09
H -1.6753 -1.3849 3.5140 0.11
Br -5.8057 2.8862 -2.9469 0.67
C -4.5496 2.3736 -4.2843 -0.70
C -3.6499 3.3066 -4.7631 -0.13
C -2.7278 2.9252 -5.7241 -0.04
C -2.6838 1.6214 -6.2060 -0.28
C -3.6173 0.7092 -5.7172 -0.03
C -4.5456 1.0720 -4.7566 -0.13
N -1.6888 1.2937 -7.1904 0.04
N -0.4957 1.3110 -6.7907 0.04
C -0.3466 0.7165 -5.5086 -0.28
C -0.7417 -0.5971 -5.2932 -0.08
C -0.6692 -1.1772 -4.0465 -0.02
C -0.2036 -0.4917 -2.8912 -0.38
O -0.2166 -1.0676 -1.7732 -0.20
C 0.2445 0.8925 -3.1140 -0.13
N 0.6921 1.6275 -2.0642 0.00
C 1.0917 2.8617 -2.2381 -0.17
C 1.0871 3.4861 -3.4965 -0.06
C 0.6271 2.7847 -4.5725 -0.04
C 0.1812 1.4507 -4.4076 -0.10
H -3.6579 4.3193 -4.3844 0.10
H -2.0064 3.6389 -6.1020 0.11
H -3.5792 -0.3119 -6.0725 0.11
H -5.2402 0.3427 -4.3631 0.10
H -1.1300 -1.1657 -6.1334 0.10
H -0.9930 -2.2016 -3.9116 0.10
H 1.4441 3.3752 -1.3504 0.05
H 1.4376 4.5066 -3.5915 0.09
H 0.5907 3.2247 -5.5631 0.10
Br 2.9314 1.7269 0.7896 -0.29
O 2.1888 -0.4199 -1.2066 -0.77
C -2.5203 5.2864 0.2029 -0.04
N -1.5712 5.5910 1.2495 -0.14
C -1.4826 6.7653 1.9710 -0.08
C -0.4518 6.6257 2.8350 -0.08
N 0.0823 5.3718 2.6336 -0.14
C 1.2103 4.7645 3.3135 -0.05
C -0.6005 4.7114 1.6505 -0.67
Se -0.2458 3.0307 1.0479 0.65
H -3.1779 6.1455 0.0684 0.08
H -3.1123 4.4107 0.4694 0.08
H -1.9986 5.0734 -0.7307 0.09
H -2.1442 7.5998 1.8194 0.10
H -0.0669 7.3191 3.5617 0.10
H 1.5960 5.4750 4.0457 0.08
H 1.9869 4.5001 2.5926 0.07
H 0.8966 3.8477 3.8129 0.08
N 4.1811 -5.4865 3.2877 0.16
C 4.4800 -6.7932 3.5973 -0.20
C 5.4192 -7.3744 4.4418 -0.04
C 5.4335 -8.7565 4.5048 -0.13
C 4.5394 -9.5291 3.7485 -0.12
C 3.6092 -8.9408 2.9113 -0.03
C 3.5787 -7.5499 2.8342 -0.24
N 2.7635 -6.7162 2.0891 0.17
C 3.1487 -5.5023 2.3831 -0.27
C 2.5791 -4.2569 1.8421 -0.17
C 3.0544 -3.0056 2.2239 -0.02
C 2.4783 -1.8667 1.6881 -0.14
N 1.4797 -1.9204 0.8091 -0.04
C 1.0201 -3.1142 0.4388 -0.12
C 1.5379 -4.3049 0.9268 -0.02
H 4.6292 -4.6648 3.6490 0.14
H 6.1095 -6.7783 5.0252 0.10
H 6.1491 -9.2511 5.1498 0.09
H 4.5810 -10.6088 3.8236 0.09
H 2.9182 -9.5335 2.3261 0.10
H 3.8670 -2.8838 2.9314 0.09
H 2.8227 -0.8694 1.9485 0.05
H 0.2116 -3.0969 -0.2852 0.10
H 1.1402 -5.2568 0.6011 0.10


Version b
87
Properties=species:S:1:pos:R:3:lowdin_charge:R:1 method="wB97M-V/def2-TZVPD" homo_energy_ha="0.021 / 0.020" charge=-2 orbital_gap_ev="3.13 / 3.17"
Sn 0.1920 -0.1699 -1.3504 0.75
C -0.4011 -4.0589 -2.4112 -0.16
C 0.6696 -3.1315 -1.9132 -0.39
C 1.5195 -2.4468 -2.7968 -0.13
C 2.5703 -1.6620 -2.3208 -0.15
C 2.7973 -1.5486 -0.9555 -0.18
C 1.9632 -2.2044 -0.0651 -0.16
C 0.9036 -2.9836 -0.5386 -0.13
H -0.8375 -3.6957 -3.3369 0.02
H -1.2104 -4.1541 -1.6914 0.05
H 0.0269 -5.0546 -2.5911 0.07
H 1.3640 -2.5628 -3.8619 0.10
H 3.2142 -1.1436 -3.0171 0.11
H 3.6228 -0.9512 -0.5907 0.10
H 2.1435 -2.1216 0.9994 0.10
H 0.2698 -3.5197 0.1577 0.09
Br 6.2152 -3.1219 3.5215 0.66
C 5.9843 -1.2347 3.3106 -0.69
C 5.8761 -0.4232 4.4328 -0.15
C 5.7090 0.9368 4.2826 -0.04
C 5.6278 1.5512 3.0021 -0.32
C 5.7667 0.6813 1.8756 -0.01
C 5.9355 -0.6798 2.0383 -0.13
N 5.4820 2.9035 2.9723 0.01
N 4.9448 3.5724 1.9499 0.08
C 4.1207 2.9242 1.0079 -0.31
C 4.3563 3.1207 -0.3298 -0.06
C 3.5978 2.5031 -1.3378 -0.01
C 2.5334 1.6598 -1.0556 -0.35
O 1.8508 1.0835 -2.0092 -0.24
C 2.2223 1.4596 0.3558 -0.11
N 1.1658 0.6382 0.6828 0.05
C 0.8784 0.4390 1.9443 -0.13
C 1.5811 1.0535 2.9877 -0.05
C 2.6327 1.8767 2.7041 -0.03
C 3.0104 2.0934 1.3653 -0.10
H 5.9222 -0.8590 5.4239 0.09
H 5.6255 1.5677 5.1592 0.10
H 5.7524 1.0828 0.8732 0.11
H 6.0348 -1.3180 1.1679 0.10
H 5.1841 3.7643 -0.6085 0.10
H 3.8436 2.6797 -2.3780 0.11
H 0.0553 -0.2148 2.2020 0.09
H 1.2829 0.8699 4.0130 0.10
H 3.1768 2.3616 3.5029 0.10
Br -2.0827 -1.3787 -2.4299 -0.07
O -0.6553 1.6067 -1.2853 -0.76
C 0.5984 -1.1768 -6.9565 -0.07
N -0.1353 0.0544 -7.0703 -0.15
C -0.5459 0.6778 -8.2400 -0.09
C -1.2021 1.7990 -7.8884 -0.09
N -1.1972 1.8712 -6.5067 -0.16
C -1.7818 2.9001 -5.6806 -0.06
C -0.5346 0.7916 -5.9828 -0.69
Se -0.2950 0.4696 -4.2094 0.70
H 0.7942 -1.5671 -7.9547 0.08
H 0.0211 -1.9060 -6.3858 0.08
H 1.5446 -1.0052 -6.4406 0.08
H -0.3513 0.2924 -9.2251 0.10
H -1.6635 2.5348 -8.5228 0.10
H -2.2480 3.6450 -6.3256 0.08
H -1.0128 3.3701 -5.0672 0.09
H -2.5288 2.4679 -5.0150 0.09
N -5.5952 0.6436 3.4568 0.17
C -6.4870 0.3195 4.4495 -0.20
C -7.5484 1.0009 5.0284 -0.04
C -8.2417 0.3432 6.0294 -0.12
C -7.8827 -0.9501 6.4341 -0.12
C -6.8237 -1.6205 5.8513 -0.03
C -6.1105 -0.9790 4.8414 -0.24
N -5.0302 -1.4068 4.1025 0.17
C -4.7469 -0.4234 3.2897 -0.26
C -3.6687 -0.4107 2.3036 -0.16
C -3.4251 0.6696 1.4693 0.00
C -2.3825 0.6200 0.5515 -0.14
N -1.5811 -0.4257 0.4203 -0.06
C -1.8189 -1.4657 1.2225 -0.15
C -2.8265 -1.5132 2.1636 -0.01
H -5.5632 1.5044 2.9416 0.15
H -7.8264 1.9998 4.7168 0.10
H -9.0769 0.8377 6.5088 0.09
H -8.4476 -1.4341 7.2209 0.09
H -6.5461 -2.6189 6.1640 0.10
H -4.0265 1.5710 1.5035 0.10
H -2.1248 1.4341 -0.1424 0.07
H -1.1581 -2.3159 1.1037 0.09
H -2.9616 -2.3892 2.7826 0.10


Result of the stability comparison: version b is the least stable of them.